# 1
{"formula": "C3H8N4O", "method": "ωB97M-V/def2-TZVPD", "de_lowest_ev": 6.1835, "total_charge": 0, "lumo_energy_ev": 0.641, "homo_lumo_gap_ha": 0.352, "homo_energy_ev": -8.949, "smiles": "C=NNC(=O)NNC", "species": ["C", "C", "C", "H", "H", "H", "H", "H", "H", "H", "H", "N", "N", "N", "N", "O"], "positions_angstrom": [[0.105401, 1.949885, 1.436979], [0.514693, -0.865341, 0.523399], [-1.074072, -0.149061, -2.225186], [1.140800, 2.069066, 1.035270], [-0.009691, 2.058413, 2.623686], [-0.426104, 2.830123, 1.402224], [-1.273946, 1.501953, -0.304425], [-0.975330, -0.465126, 1.856881], [1.793601, -1.286281, -1.061638], [-2.073726, -0.177259, -1.604294], [-1.414283, 0.068042, -3.159877], [-0.839304, 1.134875, 0.644904], [-0.810813, -0.273735, 0.732354], [0.832188, -0.711797, -0.876685], [0.147102, -0.259237, -1.876896], [1.332292, -1.430322, 1.304411]], "forces_ev_per_angstrom": [[-0.484, -0.265, 0.770], [1.286, -0.486, -0.620], [-1.434, -0.253, 4.809], [-0.721, -0.347, 0.638], [0.616, -2.033, -2.121], [-0.502, 2.991, -1.137], [1.737, -0.988, 2.952], [0.175, 0.272, -3.627], [-2.946, 2.399, 0.049], [2.159, -0.346, -0.037], [0.466, 0.790, -3.075], [-0.670, 0.499, -1.316], [1.316, -1.135, 5.184], [3.391, -2.623, 3.565], [-0.915, -0.472, -3.475], [-3.474, 1.997, -2.560]], "nbo_charge": [-0.467, 0.759, -0.125, 0.199, 0.215, 0.220, 0.395, 0.365, 0.407, 0.139, 0.170, -0.512, -0.493, -0.448, -0.225, -0.598]}



# 2
{"formula": "C10H15N4O", "method": "ωB97M-V/def2-TZVPD", "de_lowest_ev": 2.3282, "total_charge": 1, "lumo_energy_ev": -4.020, "homo_lumo_gap_ha": 0.322, "homo_energy_ev": -12.773, "species": ["C", "C", "C", "C", "C", "C", "C", "C", "C", "C", "N", "N", "N", "N", "O", "H", "H", "H", "H", "H", "H", "H", "H", "H", "H", "H", "H", "H", "H", "H"], "positions_angstrom": [[-2.953032, 1.173833, 1.254000], [2.453765, 1.482040, -0.617791], [-1.742726, 0.769904, 1.651892], [2.927702, 0.576061, 0.362992], [-3.497204, 0.672161, 0.058562], [1.084850, 1.573474, -0.278238], [-2.521158, 0.100812, -0.967261], [-1.123404, -0.280308, 0.844807], [4.169349, -0.207636, 0.412363], [-0.712884, -1.502255, -1.168935], [-4.728563, 0.779547, -0.233296], [1.873778, 0.293182, 1.174724], [0.735524, 0.931532, 0.786314], [-1.427967, -0.512460, -0.376628], [0.000162, 2.187331, -0.872065], [-3.609299, 1.605596, 2.042039], [2.999776, 1.900177, -1.437012], [-1.145274, 1.071034, 2.462961], [-3.018394, -0.582840, -1.731844], [-2.045145, 0.934267, -1.512972], [-0.464346, -0.940658, 1.310370], [4.821970, 0.059586, 1.291092], [4.778397, -0.084294, -0.435732], [3.876968, -1.198083, 0.462314], [0.239306, -1.779961, -0.731832], [-1.348083, -2.413765, -1.402869], [-0.551937, -1.070620, -2.202406], [-4.929689, 0.490773, -1.151473], [1.835580, -0.363580, 2.032321], [0.029591, 3.131026, -0.721722]], "forces_ev_per_angstrom": [[0.021, 0.082, 3.802], [-0.480, -1.376, 1.561], [-0.565, -1.148, -1.771], [-1.069, 0.904, -1.125], [-1.357, -0.822, -3.019], [-0.789, 1.600, -0.967], [-1.416, 1.668, -1.983], [0.021, 1.543, 0.064], [1.028, 1.902, 2.034], [-0.733, -0.701, -2.124], [0.450, 1.127, 1.951], [0.091, -1.356, 1.653], [1.576, -1.080, 1.304], [1.054, -2.826, 0.985], [0.645, -0.247, -0.577], [0.385, 0.431, -1.195], [0.027, 0.079, -0.173], [-0.036, 0.369, 1.194], [0.571, 0.812, 1.189], [-0.710, 0.142, -0.267], [0.956, -0.955, 0.601], [-0.740, -0.373, -0.672], [0.551, 0.333, -1.209], [-0.213, -2.242, 0.286], [-0.038, 0.053, 0.135], [0.636, 0.965, 0.751], [0.137, -0.178, 1.211], [-0.434, -0.860, -1.414], [0.362, 1.691, -2.157], [0.073, 0.463, -0.068]], "nbo_charge": [-0.166, -0.380, -0.192, 0.225, 0.203, 0.439, -0.302, 0.281, -0.654, -0.427, -0.509, -0.362, -0.334, -0.302, -0.708, 0.267, 0.258, 0.249, 0.244, 0.259, 0.213, 0.246, 0.248, 0.228, 0.232, 0.237, 0.238, 0.340, 0.425, 0.503]}



# 3
{"formula": "C20H23ClNdOP", "method": "ωB97M-V/def2-TZVPD", "de_lowest_ev": 0.0000, "total_charge": 2, "lumo_energy_ev": [-8.013, -7.479], "homo_lumo_gap_ha": [0.253, 0.272], "multiplicity": 4, "homo_energy_ev": [-14.891, -14.892], "species": ["Nd", "Cl", "P", "C", "C", "C", "C", "C", "C", "C", "C", "C", "C", "C", "C", "C", "C", "C", "C", "C", "C", "H", "H", "H", "H", "H", "H", "H", "H", "H", "H", "H", "H", "H", "H", "H", "H", "H", "C", "C", "O", "H", "H", "H", "H", "H", "H"], "positions_angstrom": [[-0.708792, 0.414007, -0.095130], [0.089987, 1.878382, 1.781942], [0.007554, -0.525916, -2.710333], [-1.403519, -0.999268, -3.732308], [-1.272039, -1.821971, -4.865731], [-2.380618, -2.520600, -5.360012], [-3.629611, -2.347974, -4.757034], [-3.789481, -1.394897, -3.742010], [-2.693419, -0.694501, -3.250820], [-0.157441, 1.317899, -2.629980], [0.607759, 1.983132, -1.594638], [0.313444, 3.341829, -1.356967], [-0.575058, 4.028470, -2.175783], [-1.212198, 3.390674, -3.239369], [-0.987490, 2.039771, -3.491837], [1.530047, -0.766848, -3.630202], [2.575964, -1.448748, -2.975418], [3.854159, -1.424146, -3.531667], [4.095027, -0.725659, -4.724368], [3.045027, -0.115198, -5.413797], [1.759002, -0.130138, -4.862786], [1.421811, 1.460492, -1.030237], [0.826580, 3.838740, -0.530843], [-0.777110, 5.091773, -1.990729], [-1.887733, 3.949636, -3.898831], [-1.441220, 1.539882, -4.349498], [-0.294519, -1.945965, -5.335366], [-2.251498, -3.236444, -6.174103], [-4.468732, -2.971629, -5.064858], [-4.772180, -1.217901, -3.306880], [-2.845010, 0.094179, -2.499312], [2.370933, -1.976294, -2.036233], [4.665786, -1.935862, -3.018153], [5.108717, -0.659357, -5.117859], [3.221634, 0.382034, -6.370806], [0.939986, 0.365578, -5.381865], [-0.214490, -3.881105, -3.507391], [0.526620, -3.759770, -3.453826], [0.382766, -2.833782, 3.106092], [1.020799, -2.269473, 1.857854], [-0.015697, -1.497717, 1.075425], [0.102162, -2.031323, 3.808860], [1.123643, -3.472107, 3.603325], [-0.495529, -3.443664, 2.877055], [1.823785, -1.552342, 2.015846], [1.371633, -3.044219, 1.170327], [-0.871742, -1.830960, 1.411253]], "forces_ev_per_angstrom": [[-0.256, 0.161, 1.233], [-0.204, -0.443, -0.458], [0.153, 0.505, -1.237], [-0.460, -0.050, -0.425], [-0.030, -0.025, 0.364], [-0.083, 0.247, 0.266], [0.332, -0.020, 0.072], [-0.148, 0.035, 0.009], [0.184, -0.612, -0.074], [1.230, -0.031, 0.197], [-1.213, 0.485, -1.204], [0.978, -0.492, 0.318], [-0.420, 0.416, 0.000], [-0.016, 0.308, -0.326], [0.059, -0.045, 0.549], [0.778, -0.123, 0.191], [-0.163, 0.304, -0.311], [-0.028, 0.113, -0.090], [-0.148, -0.209, 0.251], [-0.355, -0.081, 0.213], [0.256, -0.067, 0.113], [-0.479, 0.358, -0.399], [-0.169, 0.010, -0.343], [0.126, -0.548, -0.025], [0.364, -0.168, 0.327], [-0.062, 0.127, 0.391], [-0.260, -0.171, 0.290], [-0.070, 0.330, 0.192], [0.154, 0.318, 0.014], [0.177, -0.014, -0.214], [0.006, -0.343, -0.081], [0.201, 0.201, -0.363], [-0.121, 0.137, -0.174], [-0.262, -0.115, 0.072], [-0.049, -0.155, 0.377], [0.164, -0.025, 0.091], [0.400, 0.008, 0.086], [-0.320, -0.121, 0.012], [0.374, 0.512, 0.261], [-0.118, -0.091, -0.488], [-0.696, -0.167, 0.269], [0.102, -0.318, -0.260], [-0.240, 0.085, -0.059], [0.115, -0.052, -0.045], [-0.103, -0.031, 0.254], [-0.117, 0.083, 0.156], [0.435, -0.230, 0.006]], "nbo_charge": [1.934, -0.497, 0.819, -0.412, -0.186, -0.170, -0.165, -0.215, -0.164, -0.403, -0.394, -0.147, -0.180, -0.159, -0.130, -0.409, -0.182, -0.200, -0.150, -0.206, -0.132, 0.261, 0.265, 0.263, 0.257, 0.249, 0.243, 0.248, 0.248, 0.239, 0.169, 0.217, 0.242, 0.246, 0.246, 0.216, 0.007, -0.005, -0.668, -0.042, -0.817, 0.239, 0.273, 0.225, 0.214, 0.207, 0.504]}



# 4
{"formula": "C5H9NO", "method": "ωB97M-V/def2-TZVPD", "de_lowest_ev": 0.9205, "total_charge": 0, "lumo_energy_ev": 0.891, "homo_lumo_gap_ha": 0.376, "homo_energy_ev": -9.330, "smiles": "C[C@H]1CN(C)C1=O", "species": ["C", "C", "C", "N", "C", "C", "O", "H", "H", "H", "H", "H", "H", "H", "H", "H"], "positions_angstrom": [[-2.232054, 0.164860, -0.010910], [-0.947311, -0.400149, -0.593285], [0.207502, 0.596830, -0.883021], [1.005429, -0.134956, 0.094430], [2.293315, 0.116684, 0.682113], [0.017874, -1.014408, 0.436837], [-0.033691, -1.893818, 1.264727], [-2.014262, 0.885784, 0.785925], [-2.834837, -0.639101, 0.422663], [-2.830133, 0.670188, -0.776614], [-1.150338, -1.078924, -1.427980], [0.622932, 0.575558, -1.897584], [-0.008724, 1.633916, -0.595494], [2.700168, -0.828256, 1.050106], [2.971569, 0.524329, -0.073196], [2.232561, 0.821463, 1.521283]], "forces_ev_per_angstrom": [[-0.035, 0.012, 0.040], [-0.125, -0.041, -0.063], [-0.004, 0.157, -0.136], [-0.035, -0.141, 0.131], [0.122, 0.019, 0.034], [0.032, -0.131, 0.137], [0.021, 0.272, -0.263], [-0.024, -0.105, -0.109], [0.076, 0.108, -0.072], [0.094, -0.070, 0.106], [0.048, 0.084, 0.125], [-0.072, -0.001, 0.142], [0.002, -0.145, -0.024], [-0.043, 0.124, -0.021], [-0.073, -0.075, 0.096], [0.016, -0.067, -0.122]], "nbo_charge": [-0.606, -0.307, -0.195, -0.427, -0.416, 0.687, -0.604, 0.207, 0.228, 0.212, 0.221, 0.188, 0.183, 0.228, 0.205, 0.195]}



# 5
{"formula": "C22H50NPPdSi4", "method": "ωB97M-V/def2-TZVPD", "de_lowest_ev": 0.0000, "total_charge": 2, "lumo_energy_ev": [-4.688, -8.884], "homo_lumo_gap_ha": [0.285, 0.182], "multiplicity": 5, "homo_energy_ev": [-12.449, -13.823], "species": ["C", "C", "C", "C", "C", "C", "C", "C", "N", "Pd", "C", "P", "H", "H", "H", "H", "H", "H", "H", "H", "C", "C", "H", "C", "C", "H", "H", "H", "H", "H", "H", "H", "H", "H", "H", "H", "H", "H", "H", "C", "Si", "C", "C", "Si", "Si", "C", "C", "C", "Si", "C", "C", "C", "H", "H", "H", "H", "H", "H", "H", "H", "H", "H", "H", "H", "H", "H", "H", "H", "H", "H", "H", "H", "H", "H", "H", "H", "H", "H", "H"], "positions_angstrom": [[4.675813, -1.972928, 1.775068], [4.384045, -0.671694, 1.390612], [3.148648, -0.321354, 0.785419], [2.193109, -1.354439, 0.705722], [2.569688, -2.684187, 0.900383], [3.771346, -2.996435, 1.542118], [2.918657, 1.136105, 0.488462], [2.915031, 1.825744, -0.922133], [3.307527, 1.250247, -2.182478], [-0.001327, -1.245353, 0.615764], [1.671464, -3.814807, 0.458089], [0.435823, -3.059904, -0.666286], [5.121997, 0.111050, 1.601361], [3.994855, -4.028289, 1.836316], [5.623400, -2.182046, 2.268130], [1.121689, -4.249949, 1.305061], [2.175862, -4.616840, -0.086916], [1.961953, 1.441832, 0.951046], [3.704101, 1.700179, 1.037053], [1.917394, 2.261252, -1.111156], [-0.778624, -4.265214, -1.164343], [1.512592, -2.670039, -2.060527], [3.581449, 2.700227, -0.775060], [4.342475, 0.268353, -2.342073], [2.457205, 1.479933, -3.337317], [-2.078992, -1.668712, -3.640949], [5.244602, 0.707118, -2.821317], [4.635429, -0.161673, -1.373732], [3.974018, -0.524110, -3.023798], [2.812484, 2.315221, -3.969643], [2.417470, 0.582218, -3.965342], [1.437546, 1.736895, -3.004383], [1.694520, -3.580939, -2.673071], [0.995403, -1.897126, -2.637205], [2.459575, -2.291456, -1.656260], [-0.268961, -5.199921, -1.436589], [-1.511854, -4.439113, -0.370649], [-1.278867, -3.843303, -2.041162], [-1.813219, -1.816478, -2.959328], [0.114390, 1.136268, 3.434867], [-0.791876, 2.135944, 2.123264], [-2.343173, 2.888737, 2.884267], [0.281661, 3.612575, 1.635922], [-1.222329, 0.647144, 0.371365], [-2.622144, -1.063986, 1.270293], [-4.046227, -0.142178, 2.131579], [-3.457615, -1.943892, -0.182538], [-1.951366, -2.276956, 2.575237], [-2.391999, 1.954877, -1.256687], [-4.164609, 2.270226, -0.667950], [-1.579670, 3.642138, -1.502188], [-2.541108, 1.174926, -2.961781], [0.538945, 1.839286, 4.169536], [0.933385, 0.535660, 3.012881], [-0.569902, 0.458526, 3.962701], [-1.990090, 3.593206, 3.653593], [-2.938579, 3.459248, 2.159727], [-2.988741, 2.151343, 3.372844], [1.348203, 3.358781, 1.603205], [-0.000573, 4.052537, 0.672979], [0.152931, 4.387205, 2.408651], [-4.397004, 0.747877, 1.595283], [-4.893257, -0.843525, 2.197695], [-3.775886, 0.150360, 3.153346], [-2.818702, -2.699183, -0.657272], [-4.367606, -2.441385, 0.188693], [-3.767877, -1.237878, -0.966109], [-0.909668, -2.637759, 2.495567], [-2.053853, -1.824471, 3.569097], [-2.603429, -3.157143, 2.516514], [-4.205617, 2.864686, 0.254297], [-4.675662, 2.845914, -1.455640], [-4.734261, 1.343742, -0.517159], [-0.503542, 3.555936, -1.710981], [-2.043737, 4.136681, -2.370611], [-1.717750, 4.299135, -0.633346], [-1.569181, 0.868701, -3.368691], [-3.194266, 0.294183, -2.938275], [-2.983540, 1.902449, -3.663062]], "forces_ev_per_angstrom": [[0.165, -0.130, 0.334], [-0.293, 0.517, -0.443], [0.613, -0.903, 0.781], [0.397, 0.772, -0.860], [0.142, -0.558, 0.492], [0.155, 0.103, -0.230], [0.373, 0.498, 0.789], [-0.586, 1.053, -0.022], [-0.632, -0.927, -0.068], [0.218, 0.016, 1.262], [-1.047, -0.056, 0.150], [0.819, -0.025, 0.219], [-0.251, -0.251, -0.187], [-0.040, 0.411, -0.242], [-0.202, 0.039, -0.101], [0.233, -0.086, -0.105], [0.241, 0.026, 0.244], [0.330, -0.163, -0.391], [-0.552, -0.479, -0.151], [0.452, -0.209, 0.182], [0.071, -0.475, -0.361], [-0.209, -0.487, -0.756], [-0.114, -0.166, -0.277], [0.639, -0.551, 0.053], [-0.650, 0.302, -0.270], [0.094, -0.120, 0.123], [-0.446, -0.009, 0.198], [-0.130, 0.228, -0.284], [0.243, 0.395, 0.394], [0.147, -0.243, 0.361], [0.137, 0.212, 0.180], [0.477, -0.108, -0.112], [-0.096, 0.645, 0.229], [0.319, -0.140, -0.237], [-0.335, -0.072, -0.186], [-0.305, 0.111, -0.006], [0.200, -0.042, -0.154], [-0.096, -0.275, 0.063], [-0.043, 0.023, -0.131], [0.061, 0.138, 0.070], [0.200, 0.401, 1.344], [-0.054, -0.102, -0.132], [0.142, -0.091, -0.342], [-0.075, 1.862, -1.437], [-1.980, -0.921, 0.447], [0.280, 0.202, 0.098], [0.383, 0.011, -0.206], [0.572, 0.245, -0.148], [-0.944, 0.102, -0.515], [0.133, -0.006, 0.041], [0.273, -0.041, 0.201], [0.119, -0.125, -0.038], [-0.087, -0.296, -0.094], [-0.125, 0.134, 0.130], [0.153, 0.118, -0.069], [-0.085, -0.157, -0.172], [0.103, -0.114, 0.178], [0.119, 0.204, -0.131], [-0.185, 0.096, 0.010], [0.097, -0.023, 0.224], [-0.006, -0.265, -0.182], [0.133, -0.239, 0.129], [0.258, 0.049, -0.056], [-0.068, -0.052, -0.218], [-0.226, 0.225, 0.125], [0.255, 0.140, 0.001], [0.061, -0.106, 0.222], [-0.294, 0.018, 0.020], [0.027, -0.039, -0.228], [0.059, 0.087, -0.061], [-0.024, -0.166, -0.179], [0.139, -0.127, 0.184], [0.122, 0.212, -0.054], [-0.182, 0.125, 0.056], [0.052, -0.242, 0.253], [0.070, -0.135, -0.221], [-0.187, 0.007, 0.014], [0.150, 0.177, -0.049], [0.121, -0.180, 0.305]], "lowdin_spin": [0.004, 0.026, 0.047, 0.329, 0.051, 0.019, 0.039, 0.072, 0.599, 0.857, 0.030, 0.163, 0.003, 0.002, 0.000, 0.002, 0.005, 0.010, 0.000, 0.008, 0.045, 0.011, 0.046, 0.069, 0.058, 0.000, 0.037, 0.005, 0.017, 0.031, 0.011, 0.008, 0.001, 0.001, 0.002, 0.010, 0.001, 0.000, 0.001, 0.008, 0.140, 0.038, 0.029, 0.591, 0.243, 0.076, 0.039, 0.061, 0.064, 0.019, 0.009, 0.001, 0.000, 0.005, 0.000, 0.007, 0.000, 0.000, 0.000, 0.000, 0.005, 0.001, 0.012, 0.000, 0.001, 0.008, 0.001, 0.004, 0.003, 0.009, 0.000, 0.003, 0.000, 0.000, 0.001, 0.000, 0.000, 0.000, 0.000]}